18
Properties=species:S:1:pos:R:3:lowdin_charge:R:1 method="wB97M-V/def2-TZVPD" de_lowest_kj_mol=0.0 e_homo_ev=-3.2 homo_lumo_gap_ev=6.37 charge=-1 e_lumo_ha=0.1157 smiles="O=C([O-])N1CC(Br)=C2N=CC=CN21" multiplicity=1
O -1.44 2.23 0.81 0.00
C -0.42 2.70 0.38 -0.69
O 0.16 3.74 0.41 0.03
N 0.35 1.55 -0.50 0.00
C 1.80 1.70 -0.42 -0.26
C 2.25 0.33 -0.13 -0.75
Br 4.03 0.06 0.11 0.72
C 1.19 -0.50 0.16 -0.26
N 1.06 -1.82 0.58 0.08
C -0.18 -2.24 0.64 -0.23
C -1.34 -1.51 0.47 -0.09
C -1.16 -0.18 0.07 -0.04
N 0.05 0.30 -0.14 -0.04
H 2.21 2.50 0.28 0.11
H 2.00 2.23 -1.46 0.13
H -0.11 -3.36 0.96 0.12
H -2.24 -1.98 0.71 0.06
H -2.09 0.33 -0.06 0.12



79
Properties=species:S:1:pos:R:3:lowdin_charge:R:1 method="wB97M-V/def2-TZVPD" de_lowest_kj_mol=59.8 e_homo_ev=-15.8 homo_lumo_gap_ev=6.78 charge=+3 e_lumo_ha=-0.3329 multiplicity=1
Sn -0.62 0.48 1.17 1.10
N -1.67 2.05 2.63 -0.08
C -1.26 1.98 4.06 -0.20
C 0.20 1.61 4.20 -0.18
N 0.57 0.42 3.42 -0.18
C 0.34 -0.90 4.05 -0.18
C -1.11 -1.30 3.96 -0.18
N -1.59 -1.17 2.55 -0.07
H -2.68 2.07 2.58 0.11
H -1.37 2.94 2.23 0.10
H -1.45 2.94 4.55 0.14
H -1.91 1.26 4.54 0.11
H 0.82 2.43 3.84 0.13
H 0.44 1.49 5.26 0.14
H 1.55 0.49 3.18 0.11
H 0.96 -1.62 3.50 0.13
H 0.68 -0.93 5.09 0.14
H -1.27 -2.31 4.32 0.14
H -1.74 -0.65 4.57 0.11
H -1.40 -2.03 2.03 0.08
H -2.61 -1.11 2.54 0.09
Cl -1.91 2.17 -1.12 0.59
C -2.74 1.14 -2.31 -0.60
C -3.38 1.80 -3.34 -0.08
C -4.05 1.05 -4.29 -0.03
C -4.09 -0.33 -4.19 -0.03
C -3.44 -0.97 -3.14 -0.06
C -2.74 -0.24 -2.18 -0.39
P -1.92 -1.12 -0.82 0.94
C -0.34 -1.73 -1.47 -0.41
C 0.01 -1.64 -2.82 -0.06
C 1.21 -2.19 -3.26 -0.05
C 2.06 -2.83 -2.37 -0.06
C 1.73 -2.90 -1.02 -0.07
C 0.54 -2.35 -0.58 -0.15
C -2.93 -2.56 -0.44 -0.40
C -4.04 -2.38 0.39 -0.12
C -4.87 -3.44 0.68 -0.05
C -4.59 -4.70 0.16 -0.03
C -3.49 -4.89 -0.66 -0.04
C -2.65 -3.82 -0.96 -0.07
H -3.36 2.88 -3.39 0.12
H -4.56 1.55 -5.10 0.13
H -4.62 -0.92 -4.93 0.13
H -3.49 -2.05 -3.06 0.12
H -0.66 -1.17 -3.53 0.11
H 1.46 -2.15 -4.31 0.12
H 2.97 -3.28 -2.73 0.12
H 2.38 -3.42 -0.33 0.12
H 0.26 -2.47 0.47 0.08
H -4.28 -1.39 0.78 0.10
H -5.74 -3.30 1.31 0.12
H -5.25 -5.53 0.38 0.12
H -3.28 -5.87 -1.07 0.12
H -1.80 -3.98 -1.61 0.11
C 6.04 0.35 2.32 -0.02
C 5.50 1.64 2.27 -0.04
C 4.58 1.97 1.29 -0.08
C 4.18 1.00 0.35 -0.33
C 4.73 -0.30 0.42 -0.10
C 5.66 -0.61 1.40 -0.04
Si 3.14 1.31 -1.08 1.06
C 2.56 2.87 -1.72 -0.33
C 2.14 2.85 -3.06 -0.10
C 1.74 4.01 -3.69 -0.04
C 1.72 5.20 -2.97 -0.01
C 2.11 5.24 -1.63 -0.04
C 2.54 4.09 -1.01 -0.08
H 6.77 0.11 3.07 0.13
H 5.82 2.38 2.99 0.12
H 4.21 2.98 1.24 0.09
H 4.43 -1.06 -0.30 0.09
H 6.10 -1.60 1.44 0.12
H 2.77 0.12 -1.86 0.02
H 2.14 1.92 -3.62 0.10
H 1.44 4.00 -4.73 0.12
H 1.40 6.11 -3.46 0.13
H 2.09 6.18 -1.10 0.12
H 2.87 4.14 0.02 0.09



14
Properties=species:S:1:pos:R:3:lowdin_charge:R:1 method="wB97M-V/def2-TZVPD" de_lowest_kj_mol=271.7 e_homo_ev="-8.1 / -8.2" homo_lumo_gap_ev="8.38 / 8.50" e_lumo_ha="0.0104 / 0.0110" multiplicity=1
C 1.39 -0.72 -0.83 -0.14
C 0.21 -1.17 0.00 -0.37
C -1.07 -0.41 -0.11 -0.50
C -0.60 1.80 0.85 -0.74
F -1.40 2.34 0.01 -0.07
Cl -1.47 0.07 -1.78 0.60
Br -1.28 1.79 2.59 0.70
H 2.26 -1.01 -0.35 0.04
H 1.45 0.36 -0.78 0.06
H 1.29 -1.07 -1.93 0.11
H 0.00 -2.22 -0.18 0.10
H 0.59 -1.20 1.06 0.12
H -1.84 -0.55 0.57 0.03
H 0.47 1.98 0.89 0.05



87
Properties=species:S:1:pos:R:3:lowdin_charge:R:1 method="wB97M-V/def2-TZVPD" e_homo_ev=-8.8 homo_lumo_gap_ev=6.01 e_lumo_ha=-0.1021 multiplicity=1
C 2.14 -2.05 3.31 -0.07
C 1.63 -1.97 1.72 -0.18
O 2.78 -2.15 0.80 -0.09
N 2.61 -1.43 -0.34 -0.02
C 1.79 -2.06 -1.48 0.00
C 1.15 -3.56 -1.31 -0.04
C 2.35 -4.72 -1.29 -0.24
O 1.98 -5.93 -0.78 -0.03
O 3.72 -4.52 -1.81 0.02
C 1.58 -1.22 -2.92 -0.39
Br 0.50 -1.98 -4.45 0.70
C 2.25 0.29 -3.18 0.03
C 2.08 1.12 -4.60 -0.23
O 3.22 1.27 -5.32 0.01
O 0.83 1.72 -5.10 -0.08
C 0.46 1.22 -6.43 -0.28
N 1.23 1.84 -7.59 -0.01
C 3.13 0.88 -1.88 0.02
C 3.85 2.33 -2.10 -0.15
C 3.25 3.55 -1.18 -0.20
C 1.83 3.22 -0.42 -0.22
C 0.52 3.14 -1.43 -0.19
C -0.83 3.29 -0.48 -0.21
C -1.67 1.88 -0.30 -0.20
C -2.15 1.61 1.27 -0.26
C -3.75 1.89 1.51 -0.29
Si -4.51 1.02 3.05 0.52
C -3.23 0.29 4.29 -0.24
C -5.61 2.27 4.08 -0.23
C -5.74 -0.44 2.58 -0.21
C -7.13 -0.15 1.70 -0.08
C -8.22 -1.29 1.29 -0.08
C -7.92 -2.86 1.77 -0.08
C -6.56 -3.21 2.64 -0.08
C -5.50 -2.01 3.03 -0.07
C 3.27 -0.04 -0.49 0.07
C 4.19 0.60 0.71 -0.15
C 3.39 0.92 2.11 -0.13
H 1.30 -2.64 3.91 0.10
H 2.23 -1.00 3.82 0.06
H 3.12 -2.70 3.35 0.11
H 1.05 -0.96 1.59 0.12
H 0.81 -2.83 1.63 0.13
H 0.44 -3.89 -2.21 0.12
H 0.53 -3.73 -0.34 0.12
H 3.91 -5.36 -2.35 0.16
H 0.52 0.06 -6.56 0.09
H -0.69 1.51 -6.60 0.15
H 0.56 1.88 -8.41 0.09
H 1.91 1.08 -7.88 0.08
H 3.89 2.71 -3.20 0.12
H 4.99 2.19 -1.76 0.13
H 4.04 3.79 -0.33 0.11
H 3.18 4.55 -1.82 0.13
H 1.65 4.12 0.34 0.12
H 1.83 2.24 0.22 0.09
H 0.56 3.96 -2.29 0.13
H 0.51 2.04 -1.86 0.08
H -0.45 3.58 0.61 0.09
H -1.51 4.17 -0.89 0.12
H -0.94 1.00 -0.60 0.10
H -2.61 1.94 -1.01 0.11
H -1.46 2.24 2.01 0.12
H -1.90 0.48 1.49 0.09
H -4.39 1.55 0.57 0.09
H -3.87 3.07 1.60 0.10
H -2.72 1.19 4.86 0.05
H -3.84 -0.31 5.13 0.06
H -2.46 -0.45 3.81 0.04
H -6.49 1.62 4.54 0.05
H -6.13 3.06 3.39 0.04
H -5.03 2.73 4.99 0.04
H -7.35 0.97 1.36 0.08
H -9.20 -1.06 0.66 0.08
H -8.70 -3.71 1.47 0.09
H -6.40 -4.34 2.97 0.09
H -4.57 -2.31 3.67 0.07
H 4.78 1.57 0.42 0.11
H 5.01 -0.22 0.97 0.16
H 3.83 0.19 2.95 0.09
H 2.22 0.81 2.05 0.07
H 3.68 2.01 2.48 0.10
B 6.25 -3.91 0.06 -1.06
F 7.28 -3.71 1.06 0.03
F 4.94 -3.92 0.70 0.02
F 6.30 -2.83 -0.92 0.02
F 6.47 -5.18 -0.61 0.03



29
Properties=species:S:1:pos:R:3:lowdin_charge:R:1 method="wB97M-V/def2-TZVPD" de_lowest_kj_mol=113.3 e_homo_ev=-5.7 homo_lumo_gap_ev=8.95 charge=-1 e_lumo_ha=0.1192 multiplicity=1
C -2.29 -0.83 0.87 -0.32
N -2.19 0.25 0.06 -0.15
C -2.84 0.15 -1.24 -0.04
C -1.13 1.21 0.20 -0.11
C 0.20 0.77 -0.44 -0.67
O 0.79 1.45 -1.29 -0.01
O 0.42 -0.46 -0.20 -0.07
O -3.14 -1.69 0.71 -0.02
H -1.51 -0.90 1.64 0.11
H -2.34 -0.65 -1.80 0.09
H -3.81 -0.29 -1.01 0.08
H -2.77 1.04 -1.85 0.09
H -1.46 2.22 -0.05 0.12
H -1.02 1.36 1.29 0.11
H 0.62 -0.15 -2.94 0.01
H 0.63 -1.58 -3.57 0.03
O 0.82 -0.66 -3.74 -0.07
H 1.21 1.77 1.48 -0.01
H 1.86 3.01 0.77 0.04
O 1.71 2.58 1.61 -0.06
H 2.10 -1.41 0.93 0.01
H 3.20 -0.33 1.16 0.04
O 2.67 -1.01 1.59 -0.06
H 0.45 0.37 3.32 0.03
H 0.89 -0.80 2.58 0.00
O 0.13 -0.53 3.13 -0.07
H 1.80 -0.96 -0.87 -0.02
H 2.38 -1.67 -2.03 0.01
O 2.67 -1.36 -1.17 -0.11



24
Properties=species:S:1:pos:R:3:lowdin_charge:R:1 method="wB97M-V/def2-TZVPD" de_lowest_kj_mol=228.4 e_homo_ev=-8.9 homo_lumo_gap_ev=9.80 e_lumo_ha=0.0335 smiles=Cc1ccccc1.CCO multiplicity=1
C 0.70 -1.82 -0.46 -0.07
C 1.20 -0.60 0.21 -0.34
C 0.63 -0.14 1.42 -0.04
C 1.28 0.98 1.96 -0.07
C 2.18 1.72 1.17 -0.13
C 2.68 1.28 0.02 -0.12
C 2.20 0.06 -0.43 -0.08
H 0.93 -1.59 -1.55 0.09
H -0.37 -2.05 -0.46 0.07
H 1.27 -2.71 -0.36 0.07
H -0.26 -0.60 1.94 0.12
H 1.05 1.39 2.94 0.10
H 2.26 2.82 1.25 0.12
H 3.31 1.96 -0.53 0.11
H 2.53 -0.20 -1.56 0.16
C -2.57 -0.14 0.21 -0.12
C -2.03 0.34 -1.10 -0.34
O -2.59 -0.46 -2.14 -0.12
H -2.54 -1.17 0.32 0.04
H -3.67 0.12 0.35 0.10
H -2.08 0.42 1.15 0.11
H -2.25 1.38 -1.41 0.12
H -0.80 0.23 -1.24 0.15
H -3.05 -1.23 -1.71 0.09



12
Properties=species:S:1:pos:R:3:lowdin_charge:R:1 method="wB97M-V/def2-TZVPD" de_lowest_kj_mol=133.5 e_homo_ev=-13.3 homo_lumo_gap_ev=9.59 charge=+1 e_lumo_ha=-0.1350 smiles="CS/[NH+]=C/N" multiplicity=1
C -2.28 0.29 0.34 -0.27
S -1.14 0.76 -1.09 0.93
N 0.16 0.07 -0.27 -0.34
C 1.43 -0.01 -0.57 -0.23
N 2.39 -0.56 0.10 0.18
H -1.97 -0.70 0.67 0.04
H -3.28 0.26 -0.05 0.04
H -2.22 1.01 1.13 0.05
H -0.20 -0.52 0.46 0.10
H 1.63 0.59 -1.56 0.20
H 3.28 -0.11 -0.14 0.16
H 2.19 -1.07 0.97 0.16



77
Properties=species:S:1:pos:R:3:lowdin_charge:R:1 method="wB97M-V/def2-TZVPD" de_lowest_kj_mol=14.6 e_homo_ev=-10.1 homo_lumo_gap_ev=7.26 charge=+1 e_lumo_ha=-0.1048 multiplicity=1
Cu -0.28 -0.67 -0.15 0.35
C 1.86 2.87 -1.78 -0.04
C 0.69 2.35 -1.22 -0.15
N 0.91 1.16 -0.67 0.03
N 2.22 0.89 -0.87 0.01
C 2.81 1.91 -1.53 -0.05
B 2.79 -0.45 -0.40 -0.66
N 2.19 -1.63 -1.17 0.01
C 2.82 -2.73 -1.62 -0.06
C 1.89 -3.57 -2.18 -0.04
C 0.67 -2.89 -2.01 -0.12
N 0.86 -1.73 -1.40 -0.01
N 2.37 -0.57 1.13 0.10
C 2.69 0.22 2.09 0.04
C 2.07 -0.28 3.33 -0.14
C 1.18 -1.33 2.76 -0.24
N 1.44 -1.55 1.51 0.18
N 4.31 -0.45 -0.49 -0.02
C 5.06 -0.50 -1.62 -0.11
C 6.37 -0.30 -1.26 -0.05
C 6.32 -0.12 0.14 -0.14
N 5.08 -0.20 0.59 0.07
H 2.00 3.81 -2.29 0.10
H -0.30 2.78 -1.19 0.09
H 3.86 1.87 -1.77 0.12
H 3.89 -2.85 -1.51 0.12
H 2.05 -4.52 -2.64 0.10
H -0.32 -3.20 -2.29 0.11
H 3.35 1.06 1.94 0.15
H 1.71 0.38 4.12 0.13
H -0.59 -2.49 2.82 0.12
H 4.62 -0.68 -2.58 0.13
H 7.23 -0.29 -1.90 0.10
H 7.13 0.07 0.82 0.10
N -5.25 2.24 -0.16 0.15
C -4.05 1.67 -0.07 -0.78
N -3.82 0.47 -0.56 0.16
S -2.78 2.57 0.69 0.85
H -6.04 1.77 -0.58 0.13
H -5.39 3.14 0.25 0.11
H -4.57 -0.10 -0.92 0.14
H -2.97 0.00 -0.24 0.06
O -1.73 -0.36 1.09 -0.40
Si -2.15 0.85 2.02 0.26
C -0.85 1.72 3.05 -0.25
C 0.16 2.48 2.44 -0.11
C 1.13 3.11 3.20 -0.08
C 1.13 2.98 4.59 -0.08
C 0.14 2.22 5.20 -0.08
C -0.84 1.60 4.44 -0.10
C -3.70 0.49 2.99 -0.27
C -4.26 1.42 3.87 -0.11
C -5.42 1.14 4.56 -0.08
C -6.06 -0.08 4.37 -0.08
C -5.53 -1.01 3.50 -0.08
C -4.35 -0.73 2.81 -0.10
C 0.10 -1.97 3.46 0.00
C -0.19 -1.86 4.77 -0.05
C 0.55 -1.33 5.91 -0.08
C 1.87 -1.28 6.16 -0.07
C 2.96 -1.62 5.26 -0.06
C 3.04 -1.29 3.97 0.00
H 0.18 2.59 1.37 0.07
H 1.89 3.71 2.72 0.11
H 1.88 3.48 5.18 0.11
H 0.13 2.13 6.28 0.11
H -1.61 1.03 4.94 0.10
H -3.77 2.38 4.02 0.11
H -5.84 1.87 5.24 0.11
H -6.98 -0.30 4.91 0.11
H -6.02 -1.97 3.36 0.11
H -3.93 -1.46 2.14 0.10
H -1.15 -2.26 5.06 0.12
H -0.09 -1.11 6.76 0.11
H 2.16 -1.07 7.18 0.11
H 3.78 -2.18 5.69 0.12
H 3.85 -1.63 3.33 0.13



18
Properties=species:S:1:pos:R:3:lowdin_charge:R:1 method="wB97M-V/def2-TZVPD" de_lowest_kj_mol=95.5 e_homo_ev=-4.5 homo_lumo_gap_ev=8.49 charge=-1 e_lumo_ha=0.1460 multiplicity=1
O 1.70 0.86 -0.83 -0.07
C 0.64 1.44 -0.50 -0.74
O 0.49 2.33 0.36 -0.06
C -0.67 0.97 -1.20 -0.15
C -1.46 0.05 -0.26 -0.20
C -0.79 -1.34 -0.31 -0.30
N -1.01 -2.17 0.89 -0.03
H -0.44 0.42 -2.12 0.10
H -1.22 1.88 -1.44 0.09
H -2.51 -0.17 -0.46 0.10
H -1.22 0.43 0.73 0.10
H -1.12 -1.92 -1.18 0.10
H 0.27 -1.10 -0.36 0.09
H -1.22 -1.60 1.70 0.04
H -0.21 -2.77 1.04 0.04
H 3.17 0.19 1.43 0.01
H 2.39 1.37 1.04 -0.04
O 3.22 1.15 1.45 -0.09



12
Properties=species:S:1:pos:R:3:lowdin_charge:R:1 method="wB97M-V/def2-TZVPD" de_lowest_kj_mol=259.6 e_homo_ev=-10.2 homo_lumo_gap_ev=10.10 e_lumo_ha=-0.0041 smiles="CONF.C=O" multiplicity=1
C 1.09 0.48 -1.27 -0.10
O 1.47 -0.69 -0.54 -0.22
N 1.40 -0.70 0.82 0.06
F 2.74 -0.11 1.41 -0.19
H -0.03 0.18 -1.55 0.10
H 1.85 0.49 -2.18 0.13
H 1.16 1.38 -0.61 0.09
H 0.80 0.05 1.09 0.06
C -2.59 -0.28 0.74 -0.06
O -1.42 -0.17 0.34 -0.05
H -3.07 -0.04 1.73 0.09
H -3.39 -0.59 0.03 0.08



41
Properties=species:S:1:pos:R:3:lowdin_charge:R:1 method="wB97M-V/def2-TZVPD" de_lowest_kj_mol=267.0 e_homo_ev=-8.7 homo_lumo_gap_ev=7.73 e_lumo_ha=-0.0339 multiplicity=1
Ru -0.38 -0.57 -0.28 0.91
F 2.57 -1.00 -1.21 0.07
C 3.35 0.08 -1.34 -0.65
F 3.94 -0.02 -2.54 0.12
F 4.28 0.04 -0.40 0.14
S 2.35 1.68 -1.28 0.60
O 0.99 1.22 -1.45 -0.42
O 2.93 2.46 -2.33 -0.25
N 2.65 2.28 0.14 -0.28
S 1.79 1.65 1.32 0.65
O 0.67 2.43 1.74 -0.24
O 1.59 0.22 1.15 -0.36
C 3.02 1.79 2.68 -0.69
F 3.39 3.06 2.85 0.15
F 2.49 1.33 3.81 0.15
F 4.10 1.07 2.39 0.15
N -4.15 -0.73 1.58 0.15
C -3.75 -0.61 0.32 -0.86
N -4.25 0.37 -0.42 0.14
S -2.72 -1.80 -0.39 0.66
H -4.62 0.02 2.05 0.12
H -3.68 -1.43 2.14 0.11
H -4.70 1.17 0.01 0.12
H -3.84 0.52 -1.33 0.11
S 0.79 -3.02 1.46 0.75
C 0.08 -2.17 0.39 -0.98
F -3.56 2.14 2.01 0.09
C -2.20 2.35 2.00 -0.55
F -2.02 3.55 1.48 0.19
F -1.81 2.34 3.26 0.18
C -1.58 1.22 1.15 -0.64
O -1.61 1.36 -0.09 -0.07
O -1.29 0.15 1.73 -0.05
N 1.59 -2.58 -3.46 0.13
C 0.43 -2.55 -2.81 -0.85
N -0.07 -3.69 -2.34 0.12
S -0.45 -1.07 -2.70 0.65
H 2.16 -3.41 -3.50 0.12
H 1.98 -1.71 -3.75 0.10
H 0.49 -4.52 -2.24 0.12
H -0.93 -3.63 -1.81 0.07



83
Properties=species:S:1:pos:R:3:lowdin_charge:R:1 method="wB97M-V/def2-TZVPD" e_homo_ev=-9.9 homo_lumo_gap_ev=8.20 e_lumo_ha=-0.0637 smiles="O=C1C=C(S)C(=O)C(CCCO)=C1.O=C1C=CC(=O)C=C1.O=C1C=CC(=O)C=C1.O=C1C=CC(=O)C=C1.O=C1C=CC(=O)C=C1.O=C1C=CC(=O)C=C1" multiplicity=1
O -1.77 5.34 -0.63 0.09
C -2.30 5.00 -1.66 -0.36
C -3.43 5.77 -2.25 0.01
C -4.39 5.11 -2.90 -0.53
S -5.77 5.90 -3.68 0.82
C -4.26 3.62 -2.96 -0.38
O -5.19 2.87 -2.85 0.12
C -2.85 3.13 -3.11 -0.14
C -2.63 1.94 -4.00 -0.12
C -2.19 2.42 -5.40 -0.15
C -0.75 2.94 -5.45 -0.24
O -0.76 4.36 -5.64 -0.07
C -1.90 3.81 -2.45 0.06
H -3.45 6.85 -2.17 0.12
H -5.27 5.90 -4.92 -0.12
H -1.91 1.24 -3.58 0.13
H -3.60 1.45 -4.12 0.12
H -2.34 1.62 -6.13 0.11
H -2.83 3.25 -5.71 0.12
H -0.22 2.70 -4.53 0.10
H -0.23 2.47 -6.29 0.11
H -0.10 4.75 -5.05 0.08
H -0.87 3.49 -2.49 0.10
O 1.34 3.23 -2.11 0.07
C 2.06 3.84 -1.34 -0.38
C 1.50 4.91 -0.50 0.03
C 2.27 5.59 0.35 0.04
C 3.72 5.28 0.48 -0.38
O 4.42 5.89 1.26 0.11
C 4.27 4.18 -0.36 0.03
C 3.50 3.51 -1.21 0.00
H 0.44 5.07 -0.62 0.09
H 1.88 6.38 0.99 0.12
H 5.32 3.96 -0.24 0.13
H 3.86 2.71 -1.84 0.12
O -2.02 1.33 1.04 0.09
C -3.05 1.77 1.50 -0.37
C -3.36 1.67 2.94 0.02
C -4.49 2.16 3.44 0.02
C -5.50 2.82 2.57 -0.38
O -6.53 3.27 3.03 0.11
C -5.19 2.92 1.12 0.04
C -4.06 2.44 0.63 0.03
H -2.61 1.19 3.56 0.12
H -4.74 2.10 4.50 0.12
H -5.94 3.40 0.51 0.13
H -3.81 2.51 -0.42 0.10
O 0.20 -2.62 0.07 0.09
C 1.09 -1.79 0.05 -0.36
C 0.81 -0.36 0.28 0.04
C 1.80 0.54 0.25 0.04
C 3.20 0.14 -0.02 -0.37
O 4.09 0.97 -0.04 0.09
C 3.47 -1.30 -0.25 0.03
C 2.49 -2.20 -0.22 0.03
H -0.22 -0.08 0.48 0.10
H 1.62 1.59 0.43 0.12
H 4.50 -1.57 -0.44 0.12
H 2.66 -3.26 -0.38 0.12
O -2.95 -6.96 2.80 0.10
C -1.85 -6.85 2.31 -0.38
C -1.37 -5.55 1.76 0.03
C -0.16 -5.44 1.22 0.03
C 0.76 -6.60 1.14 -0.38
O 1.86 -6.49 0.66 0.07
C 0.28 -7.89 1.69 0.02
C -0.93 -8.01 2.23 0.02
H -2.06 -4.72 1.83 0.12
H 0.21 -4.50 0.82 0.08
H 0.97 -8.73 1.62 0.12
H -1.30 -8.94 2.63 0.12
O 7.15 -7.52 4.11 0.11
C 6.04 -7.03 4.06 -0.39
C 5.28 -6.71 5.29 0.02
C 4.06 -6.18 5.23 0.02
C 3.41 -5.89 3.93 -0.38
O 2.30 -5.40 3.88 0.10
C 4.17 -6.20 2.70 0.02
C 5.39 -6.74 2.76 0.03
H 5.77 -6.94 6.23 0.12
H 3.48 -5.95 6.12 0.12
H 3.68 -5.98 1.76 0.09
H 5.96 -6.98 1.87 0.12